The following is a DFT calculation (the ωB97M-V functional and the def2-TZVPD basis) of 13 unconnected molecules or ions with the total composition C73H172BN12O28 in a non-equilibrium geometry.

Last columns: bonded neighbours and bond lengths (Å).
Atoms and positions in Å:
1 O -0.2257 -6.8189 0.8630  C41 1.391, C105 1.380
2 O 3.8166 0.6948 0.9473  C49 1.221
3 O -4.9306 -4.0403 -2.2912  C60 1.400, C94 1.420
4 O 1.7691 -0.3929 0.7497  C49 1.351, B114 1.500
5 O -3.6062 5.2237 4.2307  C59 1.395, C91 1.446
6 O 0.4599 -1.6432 -1.0031  C83 1.323, B114 1.494
7 O 0.4829 5.5953 0.2661  C86 1.441, C108 1.386
8 O -8.8717 -2.3466 1.6228  C51 1.455, C67 1.432
9 O -1.3386 -3.0741 -1.3203  C83 1.284
10 O -0.6560 -0.1278 0.4414  C90 1.279, B114 1.492
11 O -5.4725 2.1770 0.4842  C88 1.446, C98 1.441
12 O 8.8514 2.0913 -0.5795  C58 1.399, C110 1.419
13 O -3.7497 -2.3314 2.8466  C52 1.422, C100 1.441
14 O -7.9990 -1.5602 -1.5806  C71 1.426, C109 1.434
15 O 4.9235 4.2889 3.7498  C61 1.407, C111 1.433
16 O -2.7485 -1.0523 0.4107  C90 1.266
17 O -1.3477 -0.1145 -5.2042  C66 1.421, C82 1.463
18 O 8.6953 6.1845 4.2096  C73 1.404, C97 1.389
19 O 0.9739 0.7494 -1.2208  C113 1.282, B114 1.520
20 O -2.5488 2.2403 6.7405  C42 1.422, C57 1.427
21 O 4.9387 5.0859 -3.6528  C87 1.426, C102 1.442
22 O 7.1714 -4.6730 -0.7095  N36 1.382, H136 0.960
23 O -9.3690 -6.5642 -2.0626  C64 1.444, C107 1.423
24 O -0.5542 4.0882 -3.9070  C68 1.435, C69 1.440
25 O -3.0457 -7.1170 -3.7716  C65 1.400, C79 1.453
26 O -4.7255 2.8326 -5.8041  C62 1.412, C112 1.454
27 O 0.6218 3.5738 4.0327  C47 1.370, C70 1.429
28 O 2.7327 2.1103 -1.5228  C113 1.232
29 N -1.5044 3.9116 2.2626  C95 1.545, C104 1.482, H169 1.010
30 N -1.0565 1.0834 4.5889  C56 1.462, C85 1.439, H142 1.010
31 N -3.3429 4.0736 -3.5938  C75 1.472, C99 1.467, H238 1.010
32 N 5.6940 2.2538 -5.8966  C50 1.441, H182 1.010, H244 1.010
33 N 7.0685 5.4059 1.9184  C45 1.466, C89 1.470, H123 1.010
34 N -0.5116 -6.8230 -2.2608  C63 1.504, C96 1.432, H160 1.010
35 N 7.7626 1.4412 -3.3074  C77 1.500, H199 1.010, H253 1.010
36 N 7.1834 -4.4403 0.6532  O22 1.382, C43 1.481, C93 1.510
37 N -4.5623 0.3827 2.2989  C92 1.441, C101 1.523, H140 1.010
38 N -3.9954 1.0044 -2.8328  C84 1.407, H204 1.010, H206 1.010
39 N -6.7712 -5.6582 -0.7841  C44 1.454, C46 1.504, H282 1.010
40 N -6.7348 -0.7428 0.8565  C54 1.501, C55 1.498, H223 1.010
41 C 0.2370 -7.3000 2.0830  O1 1.391, H216 1.090, H222 1.090, H278 1.090
42 C -1.5389 2.9376 7.4585  O20 1.422, H256 1.090, H268 1.090, H280 1.090
43 C 5.9558 -3.7751 1.1456  N36 1.481, C76 1.544, C78 1.541, C81 1.546
44 C -7.6268 -6.7064 -0.2515  N39 1.454, C64 1.520, H146 1.090, H229 1.090
45 C 8.5342 5.3895 1.9024  N33 1.466, C97 1.576, H138 1.090, H264 1.090
46 C -5.3113 -5.9842 -0.9426  N39 1.504, C60 1.540, H141 1.090, H231 1.090
47 C 1.4391 4.6283 4.3448  O27 1.370, H162 1.090, H181 1.090, H252 1.090
48 C 8.4902 -4.0368 2.7570  C74 1.580, C93 1.604, H121 1.090, H272 1.090
49 C 2.7330 0.4945 0.4203  O2 1.221, O4 1.351, C113 1.647
50 C 5.7833 3.5916 -5.3673  N32 1.441, C102 1.541, C106 1.490, H153 1.090
51 C -7.6455 -3.0913 1.3809  O8 1.455, C55 1.551, H207 1.090, H263 1.090
52 C -3.1076 -1.2621 3.5298  O13 1.422, C101 1.527, H117 1.090, H135 1.090
53 C 9.6209 -5.2343 0.8895  C93 1.554, H126 1.090, H164 1.090, H262 1.090
54 C -6.0402 -0.7715 -0.4741  N40 1.501, C71 1.512, H159 1.090, H226 1.090
55 C -6.4487 -2.1046 1.4107  N40 1.498, C51 1.551, H132 1.090, H225 1.090
56 C -1.0890 0.4187 5.8904  N30 1.462, C57 1.531, H128 1.090, H250 1.090
57 C -2.3835 0.8298 6.5968  O20 1.427, C56 1.531, H157 1.090, H193 1.090
58 C 7.8440 1.1379 -0.7642  O12 1.399, C77 1.555, H237 1.090, H258 1.090
59 C -4.0722 5.7357 5.4423  O5 1.395, H145 1.090, H158 1.090, H273 1.090
60 C -4.4058 -4.7698 -1.2177  O3 1.400, C46 1.540, H248 1.090, H281 1.090
61 C 4.9011 5.5546 4.3646  O15 1.407, H154 1.090, H211 1.090, H212 1.090
62 C -5.3386 1.6640 -6.3054  O26 1.412, H115 1.090, H241 1.090, H243 1.090
63 C 0.3519 -5.9822 -1.3620  N34 1.504, C105 1.569, H137 1.090, H183 1.090
64 C -9.0682 -6.4402 -0.6557  O23 1.444, C44 1.520, H167 1.090, H189 1.090
65 C -1.7757 -6.9105 -4.3234  O25 1.400, C96 1.547, H228 1.090, H259 1.090
66 C -2.3812 0.6247 -4.5680  O17 1.421, C84 1.528, H203 1.090, H277 1.090
67 C -10.0442 -3.1252 1.8880  O8 1.432, H148 1.090, H192 1.090, H218 1.090
68 C -1.1527 4.5904 -2.7035  O24 1.435, C99 1.491, H230 1.090, H242 1.090
69 C 0.7138 3.4293 -3.7311  O24 1.440, H188 1.090, H210 1.090, H255 1.090
70 C 1.1238 2.2449 4.1877  O27 1.429, C85 1.568, H171 1.090, H246 1.090
71 C -6.5971 -1.7864 -1.4467  O14 1.426, C54 1.512, H214 1.090, H249 1.090
72 C 5.8325 0.6006 -2.1827  C77 1.501, H191 1.090, H213 1.090, H284 1.090
73 C 9.1791 6.0792 5.5235  O18 1.404, H205 1.090, H235 1.090, H239 1.090
74 C 7.2393 -3.2910 3.3699  C48 1.580, C78 1.562, H120 1.090, H200 1.090
75 C -4.6877 4.5026 -4.0126  N31 1.472, C112 1.518, H130 1.090, H234 1.090
76 C 4.7034 -4.5791 0.7350  C43 1.544, H133 1.090, H174 1.090, H286 1.090
77 C 7.0048 1.5222 -2.0155  N35 1.500, C58 1.555, C72 1.501, H283 1.090
78 C 5.9328 -3.8075 2.6866  C43 1.541, C74 1.562, H143 1.090, H198 1.090
79 C -3.8008 -8.1947 -4.3879  O25 1.453, H116 1.090, H195 1.090, H247 1.090
80 C 9.0323 -2.7240 0.6945  C93 1.543, H201 1.090, H236 1.090, H274 1.090
81 C 5.7783 -2.3332 0.6164  C43 1.546, H224 1.090, H233 1.090, H254 1.090
82 C -0.3014 -0.4626 -4.2425  O17 1.463, H178 1.090, H197 1.090, H202 1.090
83 C -0.7919 -2.0281 -0.8144  O6 1.323, O9 1.284, C90 1.555
84 C -2.8896 0.2098 -3.1884  N38 1.407, C66 1.528, C103 1.560, H266 1.090
85 C 0.1454 1.0837 3.7979  N30 1.439, C70 1.568, H147 1.090, H279 1.090
86 C 1.8216 6.1293 0.2702  O7 1.441, H122 1.090, H131 1.090, H219 1.090
87 C 4.3142 5.1593 -2.3728  O21 1.426, H187 1.090, H220 1.090, H261 1.090
88 C -4.0360 2.0885 0.6211  O11 1.446, C92 1.469, H150 1.090, H267 1.090
89 C 6.4329 4.0812 1.8783  N33 1.470, C111 1.519, H139 1.090, H156 1.090
90 C -1.5277 -0.9911 0.0808  O10 1.279, O16 1.266, C83 1.555
91 C -2.2397 5.6432 4.0138  O5 1.446, C104 1.582, H168 1.090, H227 1.090
92 C -3.6744 1.4420 1.8901  N37 1.441, C88 1.469, H134 1.090, H152 1.090
93 C 8.5702 -4.1216 1.1571  N36 1.510, C48 1.604, C53 1.554, C80 1.543
94 C -4.6039 -4.4210 -3.6201  O3 1.420, H180 1.090, H276 1.090, H285 1.090
95 C -1.0291 3.7532 0.8011  N29 1.545, C108 1.544, H125 1.090, H175 1.090
96 C -0.8316 -6.0667 -3.4338  N34 1.432, C65 1.547, H118 1.090, H240 1.090
97 C 9.0803 5.1541 3.3616  O18 1.389, C45 1.576, H144 1.090, H190 1.090
98 C -5.8311 2.8978 -0.7104  O11 1.441, H127 1.090, H163 1.090, H185 1.090
99 C -2.4927 5.1407 -3.0560  N31 1.467, C68 1.491, H221 1.090, H265 1.090
100 C -2.8694 -3.4519 2.6337  O13 1.441, H176 1.090, H245 1.090, H275 1.090
101 C -4.1519 -0.1564 3.6626  N37 1.523, C52 1.527, H173 1.090, H194 1.090
102 C 4.8613 3.7315 -4.1409  O21 1.442, C50 1.541, H161 1.090, H260 1.090
103 C -3.4377 -1.2489 -3.1200  C84 1.560, H155 1.090, H166 1.090, H270 1.090
104 C -1.8731 5.3260 2.5078  N29 1.482, C91 1.582, H177 1.090, H269 1.090
105 C 0.7584 -6.8275 -0.1044  O1 1.380, C63 1.569, H119 1.090, H196 1.090
106 C 5.5911 4.5031 -6.5308  C50 1.490, H124 1.090, H129 1.090, H215 1.090
107 C -10.6917 -6.2866 -2.5090  O23 1.423, H170 1.090, H184 1.090, H186 1.090
108 C 0.4161 4.2464 0.5765  O7 1.386, C95 1.544, H151 1.090, H257 1.090
109 C -8.6608 -2.6070 -2.3042  O14 1.434, H165 1.090, H209 1.090, H271 1.090
110 C 9.6565 1.8919 0.5723  O12 1.419, H149 1.090, H172 1.090, H251 1.090
111 C 4.9850 4.2017 2.3209  O15 1.433, C89 1.519, H179 1.090, H217 1.090
112 C -5.4832 3.4114 -4.7069  O26 1.454, C75 1.518, H208 1.090, H232 1.090
113 C 2.1510 1.1838 -0.9572  O19 1.282, O28 1.232, C49 1.647
114 B 0.6466 -0.3694 -0.2454  O4 1.500, O6 1.494, O10 1.492, O19 1.520
115 H -5.3168 0.9265 -5.5031  C62 1.090
116 H -3.2718 -9.1476 -4.3801  C79 1.090
117 H -2.7434 -1.6220 4.4921  C52 1.090
118 H -1.3399 -5.1248 -3.2272  C96 1.090
119 H 1.6779 -6.4753 0.3631  C105 1.090
120 H 7.1444 -3.4784 4.4395  C74 1.090
121 H 8.4136 -5.0211 3.2191  C48 1.090
122 H 1.8799 7.1895 0.0242  C86 1.090
123 H 6.7429 5.8918 2.7418  N33 1.010
124 H 6.5317 4.6992 -7.0455  C106 1.090
125 H -0.9287 2.6845 0.6118  C95 1.090
126 H 10.5752 -5.1331 1.4065  C53 1.090
127 H -5.7423 2.2232 -1.5620  C98 1.090
128 H -0.9797 -0.6645 5.8377  C56 1.090
129 H 5.1913 5.4979 -6.3344  C106 1.090
130 H -4.5327 5.2578 -4.7831  C75 1.090
131 H 2.3147 5.9985 1.2334  C86 1.090
132 H -6.0960 -2.0069 2.4374  C55 1.090
133 H 4.7307 -5.6371 0.9959  C76 1.090
134 H -3.6107 2.2130 2.6580  C92 1.090
135 H -2.1992 -0.9763 2.9994  C52 1.090
136 H 7.1050 -5.6254 -0.8096  O22 0.960
137 H 1.2595 -5.7185 -1.9050  C63 1.090
138 H 8.9543 4.6995 1.1707  C45 1.090
139 H 6.8670 3.3274 2.5351  C89 1.090
140 H -4.3454 -0.4110 1.7131  N37 1.010
141 H -5.0248 -6.5557 -0.0597  C46 1.090
142 H -1.4183 2.0225 4.6741  N30 1.010
143 H 5.7127 -4.8136 3.0436  C78 1.090
144 H 10.1604 5.0186 3.3049  C97 1.090
145 H -3.7462 5.2019 6.3350  C59 1.090
146 H -7.3720 -7.6820 -0.6654  C44 1.090
147 H -0.2154 1.2633 2.7852  C85 1.090
148 H -10.2035 -3.8240 1.0668  C67 1.090
149 H 10.1211 0.9093 0.4893  C110 1.090
150 H -3.6723 1.4179 -0.1574  C88 1.090
151 H 0.9801 3.9913 1.4737  C108 1.090
152 H -2.6830 1.0144 1.7405  C92 1.090
153 H 6.8192 3.6329 -5.0308  C50 1.090
154 H 4.4785 5.5228 5.3688  C61 1.090
155 H -2.7012 -1.9017 -3.5886  C103 1.090
156 H 6.4793 3.6256 0.8891  C89 1.090
157 H -3.2436 0.2726 6.2253  C57 1.090
158 H -5.1551 5.6928 5.3256  C59 1.090
159 H -4.9982 -1.0616 -0.3388  C54 1.090
160 H -1.3554 -7.0768 -1.7671  N34 1.010
161 H 3.8342 3.4886 -4.4131  C102 1.090
162 H 1.7753 4.5583 5.3793  C47 1.090
163 H -5.2771 3.8153 -0.9090  C98 1.090
164 H 9.1562 -6.2135 1.0041  C53 1.090
165 H -8.8449 -3.5366 -1.7655  C109 1.090
166 H -3.6250 -1.6128 -2.1098  C103 1.090
167 H -9.4468 -5.4917 -0.2747  C64 1.090
168 H -2.1769 6.7290 4.0865  C91 1.090
169 H -0.7005 3.7226 2.8441  N29 1.010
170 H -11.2829 -7.1876 -2.3452  C107 1.090
171 H 1.5989 2.1340 5.1625  C70 1.090
172 H 10.3600 2.7233 0.6165  C110 1.090
173 H -3.8436 0.6369 4.3436  C101 1.090
174 H 4.5837 -4.4844 -0.3442  C76 1.090
175 H -1.7300 4.0442 0.0187  C95 1.090
176 H -1.8699 -3.2558 2.2456  C100 1.090
177 H -2.7210 5.6863 1.9252  C104 1.090
178 H -0.5615 -1.3369 -3.6458  C82 1.090
179 H 4.4236 3.3163 2.0228  C111 1.090
180 H -4.9485 -5.4080 -3.9286  C94 1.090
181 H 0.8852 5.5587 4.2190  C47 1.090
182 H 6.5008 2.2617 -6.5042  N32 1.010
183 H -0.0700 -5.0229 -1.0622  C63 1.090
184 H -10.6712 -6.0429 -3.5712  C107 1.090
185 H -6.8968 3.1234 -0.6727  C98 1.090
186 H -11.1614 -5.4299 -2.0257  C107 1.090
187 H 4.2471 6.1809 -1.9988  C87 1.090
188 H 1.3567 3.5656 -4.6007  C69 1.090
189 H -9.7754 -7.1495 -0.2258  C64 1.090
190 H 8.6470 4.2356 3.7575  C97 1.090
191 H 5.3311 0.6075 -3.1506  C72 1.090
192 H -10.9559 -2.5731 2.1161  C67 1.090
193 H -2.3240 0.4853 7.6292  C57 1.090
194 H -5.0125 -0.7042 4.0465  C101 1.090
195 H -3.9873 -8.0056 -5.4451  C79 1.090
196 H 0.8516 -7.8982 -0.2859  C105 1.090
197 H 0.5435 -0.8469 -4.8140  C82 1.090
198 H 5.0876 -3.2827 3.1320  C78 1.090
199 H 8.1984 0.5301 -3.3030  N35 1.010
200 H 7.3200 -2.2359 3.1083  C74 1.090
201 H 8.9918 -2.6647 -0.3931  C80 1.090
202 H 0.1549 0.3988 -3.7548  C82 1.090
203 H -2.0396 1.6517 -4.4384  C66 1.090
204 H -4.7250 0.6921 -3.4576  N38 1.010
205 H 8.8574 6.9114 6.1497  C73 1.090
206 H -3.8289 1.9870 -2.9962  N38 1.010
207 H -7.3692 -3.8315 2.1318  C51 1.090
208 H -6.3349 3.8596 -5.2186  C112 1.090
209 H -8.0588 -2.8261 -3.1861  C109 1.090
210 H 1.3354 3.8686 -2.9510  C69 1.090
211 H 5.8738 6.0439 4.3143  C61 1.090
212 H 4.2264 6.2116 3.8157  C61 1.090
213 H 6.1412 -0.4430 -2.1223  C72 1.090
214 H -6.0200 -1.6484 -2.3611  C71 1.090
215 H 4.7481 4.1388 -7.1178  C106 1.090
216 H 1.1001 -6.7444 2.4496  C41 1.090
217 H 4.4262 5.0118 1.8521  C111 1.090
218 H -9.9693 -3.8085 2.7339  C67 1.090
219 H 2.3424 5.5732 -0.5092  C86 1.090
220 H 3.3644 4.6278 -2.3138  C87 1.090
221 H -2.3214 5.9749 -3.7365  C99 1.090
222 H -0.5204 -7.1558 2.8535  C41 1.090
223 H -7.5910 -1.0823 0.4420  N40 1.010
224 H 4.7577 -1.9613 0.7075  C81 1.090
225 H -5.6469 -2.6398 0.9021  C55 1.090
226 H -6.0454 0.2142 -0.9394  C54 1.090
227 H -1.5874 5.2554 4.7961  C91 1.090
228 H -1.3461 -7.9078 -4.4181  C65 1.090
229 H -7.4571 -6.7790 0.8228  C44 1.090
230 H -0.4560 5.2682 -2.2103  C68 1.090
231 H -5.1640 -6.7142 -1.7385  C46 1.090
232 H -5.8558 2.7632 -3.9137  C112 1.090
233 H 6.0858 -2.2370 -0.4249  C81 1.090
234 H -5.1928 4.9309 -3.1469  C75 1.090
235 H 8.6994 5.1592 5.8574  C73 1.090
236 H 10.0750 -2.6168 0.9932  C80 1.090
237 H 7.2288 0.8826 0.0986  C58 1.090
238 H -2.8578 3.6421 -4.3675  N31 1.010
239 H 10.2617 5.9657 5.5797  C73 1.090
240 H 0.0518 -5.8584 -4.0373  C96 1.090
241 H -4.8288 1.3512 -7.2166  C62 1.090
242 H -1.1805 3.6650 -2.1281  C68 1.090
243 H -6.3333 1.9123 -6.6756  C62 1.090
244 H 6.0851 1.6170 -5.2171  N32 1.010
245 H -2.6990 -4.1161 3.4810  C100 1.090
246 H 1.8558 2.0150 3.4135  C70 1.090
247 H -4.6939 -8.4803 -3.8321  C79 1.090
248 H -3.3480 -5.0070 -1.3303  C60 1.090
249 H -6.4329 -2.8255 -1.1612  C71 1.090
250 H -0.2453 0.7053 6.5181  C56 1.090
251 H 9.0391 1.8815 1.4705  C110 1.090
252 H 2.2562 4.7146 3.6285  C47 1.090
253 H 8.5754 2.0399 -3.3388  N35 1.010
254 H 6.2028 -1.5707 1.2695  C81 1.090
255 H 0.6316 2.3640 -3.5154  C69 1.090
256 H -0.7306 3.2201 6.7839  C42 1.090
257 H 0.8266 3.7189 -0.2845  C108 1.090
258 H 8.4129 0.2344 -0.9838  C58 1.090
259 H -1.9194 -6.5268 -5.3335  C65 1.090
260 H 5.1714 3.0521 -3.3469  C102 1.090
261 H 4.9407 4.6864 -1.6165  C87 1.090
262 H 9.8295 -5.2134 -0.1802  C53 1.090
263 H -7.8872 -3.5998 0.4476  C51 1.090
264 H 8.9303 6.3439 1.5554  C45 1.090
265 H -2.9091 5.4642 -2.1021  C99 1.090
266 H -2.1023 0.3967 -2.4581  C84 1.090
267 H -3.4870 3.0175 0.4669  C88 1.090
268 H -1.8391 3.8368 7.9964  C42 1.090
269 H -1.0058 5.9644 2.3397  C104 1.090
270 H -4.2910 -1.4744 -3.7598  C103 1.090
271 H -9.6511 -2.2398 -2.5733  C109 1.090
272 H 9.2946 -3.4648 3.2194  C48 1.090
273 H -3.8274 6.7975 5.4700  C59 1.090
274 H 8.4170 -1.9161 1.0907  C80 1.090
275 H -3.4015 -4.1140 1.9506  C100 1.090
276 H -5.0157 -3.6773 -4.3023  C94 1.090
277 H -3.0821 0.7842 -5.3874  C66 1.090
278 H 0.5262 -8.3473 1.9959  C41 1.090
279 H 0.6475 0.1229 3.9114  C85 1.090
280 H -1.0760 2.2964 8.2086  C42 1.090
281 H -4.3579 -4.1871 -0.2977  C60 1.090
282 H -7.1489 -5.2167 -1.6102  N39 1.010
283 H 6.6744 2.5474 -1.8485  C77 1.090
284 H 5.1287 0.8271 -1.3818  C72 1.090
285 H -3.5195 -4.3374 -3.5482  C94 1.090
286 H 3.7647 -4.2759 1.1988  C76 1.090

Computed properties:
2S+1 = 2
LUMO level (spin up / spin down) = -1.447 / -5.630 eV
Electronic energy = -5672.63812 hartree